Density functional theory data (the ωB97M-V functional and the def2-TZVPD basis) for C41H71N2O2PS3TeV as an isolated structure in a non-equilibrium geometry.

Calculated values
F_max (eV/A): 1.2
E (a.u.): -4612.73847
HOMO energy (alpha / beta) (eV): -4.59 / -5.50
Kohn-Sham gap (alpha / beta) (eV): 4.889 / 5.799

ORCA input file:
```
! wB97M-V def2-TZVPD RIJCOSX def2/J DEFGRID3
* xyz 0 4
Te -0.34071 -2.34321 -3.30027
V -0.01706 -0.50737 -1.51183
S -1.23153 4.72755 -0.13309
S -3.35388 1.91142 1.24449
S -1.19743 1.58720 -1.15160
P 1.15242 0.58281 2.02265
O 0.97268 -0.32161 0.83181
O -2.42545 -1.24037 -0.61324
N -0.88174 -4.86901 1.90648
N -0.97792 -3.38270 0.30171
C -0.51147 -0.29828 5.70342
C 3.89898 0.32631 1.78510
C 4.71447 -0.96846 1.75915
C 3.48787 1.37345 -2.85972
C 2.76361 -1.04091 3.62121
C -2.49635 -2.19029 -5.34116
C 0.89615 3.37558 2.65465
C 0.41102 -4.71873 1.44372
C 2.78752 4.62799 1.58833
C 2.26710 4.01502 2.88737
C 0.33268 -3.79374 0.45596
C -1.94133 -0.66565 5.31007
C -3.77828 -4.24691 -6.71310
C 2.75032 -2.26440 2.70616
C -2.70634 -3.42433 -4.71192
C -3.02719 4.56014 0.12828
C -3.33569 -4.44835 -5.40876
C -1.73566 -1.17361 -4.54048
C 0.06823 0.71335 4.71054
C 1.71821 -0.23953 -2.11586
C -2.18056 -3.55358 -3.31030
C -3.95795 1.55577 -0.42392
C -1.98689 -1.34878 3.92190
C 3.78865 -2.16599 1.56379
C -2.94085 -1.99352 -6.64238
C -3.46340 3.72577 1.33356
C 2.74729 0.28927 2.84468
C -3.58654 -3.01797 -7.32836
C -1.68745 -4.04427 1.19075
C 3.53976 -0.97187 -3.69585
C -0.19590 0.29957 3.23405
C 1.78473 0.59559 -4.49890
C -1.04993 4.29620 -1.89185
C -0.68627 -1.16176 3.13073
C 1.64368 2.80051 0.26940
C -3.15834 -3.94020 1.42370
C -0.56899 2.87664 -2.24265
C 0.89434 2.32281 1.53215
C -2.95540 1.61824 -1.60073
C 2.95605 3.54086 0.52859
C 2.61351 0.18246 -3.28227
H 1.77589 1.96302 -0.42019
H -3.09966 2.53737 -2.16370
H -0.49153 0.12716 6.70849
H 3.72801 2.85037 0.86334
H -2.17906 -2.41867 4.03931
H -2.77027 -1.03902 -7.12785
H -2.36873 -0.66715 -3.81039
H 1.24162 -5.26653 1.85755
H -3.47562 -5.41358 -4.93114
H 1.92069 -1.09389 4.31240
H 0.08001 -1.84708 3.50052
H 3.73424 5.14616 1.75772
H -1.00662 0.91714 2.82928
H -3.47403 4.19741 -0.79620
H -1.17997 -5.48893 2.63790
H -2.86012 3.98916 2.20465
H 0.97313 3.51307 -0.23006
H 2.41860 1.00066 -5.29713
H 3.30941 3.96937 -0.41282
H 0.50404 2.95790 3.58363
H 2.06508 5.37600 1.23744
H -3.11574 0.77319 -2.26281
H 1.24168 -0.26296 -4.90412
H 2.18468 4.77468 3.66789
H 2.87411 1.09970 3.56739
H -2.54143 0.24998 5.29450
H -2.00750 -4.58378 -3.00502
H -4.26299 -5.05341 -7.25037
H 4.00177 1.15530 -1.91661
H 2.98517 3.26659 3.24328
H 4.36977 -3.08719 1.49521
H -3.40675 5.56861 0.29159
H 4.55672 1.17065 1.98239
H 0.10688 -1.20162 5.73277
H -2.83767 -3.06519 -2.58599
H 0.20693 4.17230 2.35368
H 1.11575 -3.38566 -0.16649
H -2.43515 -0.85075 0.27218
H -1.21011 -0.43518 -5.14077
H -0.40525 1.67794 4.90261
H 1.13259 0.85167 4.90860
H -2.38411 -1.31399 6.06708
H -2.81618 -0.93858 3.33865
H -0.14722 2.19168 1.20892
H 2.93405 -3.15238 3.31598
H 3.26915 -2.03779 0.60913
H -0.83803 -1.41642 2.08188
H 3.48186 0.45498 0.78091
H 4.20309 -1.23944 -2.86660
H -3.61978 -4.92855 1.46057
H -3.92601 -2.85927 -8.34486
H 4.16234 -0.70237 -4.55989
H 5.29330 -1.08061 2.68162
H -0.33526 5.01633 -2.28980
H 5.43449 -0.91040 0.94067
H -4.38034 0.55602 -0.34970
H -2.00729 4.51611 -2.36347
H 1.04988 1.35650 -4.21824
H -1.83311 -2.03469 -0.48996
H -4.78748 2.24119 -0.60517
H -3.37304 -3.43146 2.36682
H 1.75723 -2.36933 2.27564
H 4.24741 1.60353 -3.61862
H 3.66158 -1.05038 4.24347
H 2.35981 -0.62469 -1.28939
H -0.84211 2.63961 -3.27070
H -3.61553 -3.37463 0.61524
H -4.49958 3.98013 1.56276
H 2.95348 -1.85598 -3.95867
H 2.87425 2.26952 -2.70803
H 0.51184 2.78143 -2.15509
*
```



Density functional theory data (the ωB97M-V functional and the def2-TZVPD basis) for a 12-piece molecular cluster, C38H55Cl34N3O2 overall in a non-equilibrium geometry.

Calculated values
F_max (eV/A): 5.0
E (a.u.): -17441.86563
HOMO energy (eV): -9.14
Kohn-Sham gap (eV): 9.210

ORCA input file:
```
! wB97M-V def2-TZVPD RIJCOSX def2/J DEFGRID3
* xyz 0 1
Cl 4.27443 -1.91484 4.37676
Cl 4.84480 -2.72039 1.63993
Cl -13.71266 -0.85494 -4.14654
Cl 1.10724 9.87156 5.51117
Cl -0.19612 7.47193 -3.05669
Cl -2.58674 1.01158 1.83617
Cl 6.14682 -6.02275 0.39680
Cl -5.79853 -4.40489 -1.69788
Cl -11.38574 0.59917 -3.18187
Cl 5.31182 5.12546 9.54444
Cl 3.46223 -5.93727 -0.71230
Cl 2.74951 6.36725 10.14021
Cl 5.91717 7.40165 0.08493
Cl 3.20009 6.46154 0.51781
Cl -8.52188 -4.43562 -2.74169
Cl 5.94755 -1.20479 -3.87489
Cl 5.17651 -3.11187 -1.80920
Cl 8.13170 -3.12579 5.45536
Cl 1.34677 9.49336 -1.64473
Cl 4.88535 7.94037 8.94692
Cl 2.36139 7.37899 6.33173
Cl 10.15369 -10.25569 -0.63414
Cl 4.45858 8.21727 2.46606
Cl 2.68766 7.19506 -2.82172
Cl -7.24047 -6.91996 -1.94704
Cl 8.69989 -3.92737 2.71660
Cl 4.59853 -8.47854 0.13369
Cl 9.88939 -7.42206 -1.23914
Cl 6.49913 -0.62404 -1.07882
Cl -11.54418 -2.28598 -2.83762
Cl 7.64599 -8.88045 -0.09814
Cl 4.45486 -4.73803 3.69834
Cl 8.32023 -5.94755 4.77454
Cl 3.81624 9.88775 6.57238
O -4.20704 3.75673 -2.33153
O -7.68317 -0.75518 0.51808
N -4.53623 1.41902 -1.59559
N -7.95715 -0.12681 -1.70929
N -3.38857 -3.66318 0.16891
C -2.89639 2.78921 -0.36523
C 0.30608 4.01601 -1.43328
C -8.89087 -1.31896 -1.66830
C -3.14134 -2.86430 -0.99895
C 2.27880 1.49156 -3.00110
C 2.16055 -2.41359 -2.12511
C 2.63005 8.97788 5.62457
C -7.34323 0.06320 -0.39699
C -12.46345 -0.77478 -2.89631
C -1.55652 2.12390 -0.94214
C -6.33700 1.22698 0.01079
C 1.27331 -0.51825 2.26113
C 1.34493 8.33574 -2.98394
C 1.09082 -3.36662 0.13879
C 5.06987 -3.11624 3.34940
C -4.12870 -2.99381 1.18538
C 1.74743 3.37045 -1.14136
C 9.40771 -8.72737 -0.14514
C -3.71813 1.79224 0.62560
C 0.98284 -3.29666 -1.47913
C 2.85055 -0.02305 -2.98804
C 0.05145 -2.29957 0.74082
C -4.65384 -1.54115 1.17882
C 4.32796 7.80319 0.74975
C -6.95424 -0.47230 -2.77582
C -3.96049 2.79393 -1.56786
C -4.76675 0.86797 -0.19802
C 1.87093 1.80519 -1.45389
C 8.92972 -4.32404 4.42622
C -3.54006 -1.39302 -1.24215
C -0.78312 3.01234 -2.03804
C 6.36651 -1.89591 -2.30222
C -4.32313 -0.67881 -0.09243
C -6.98906 -5.31332 -2.64399
C 0.50009 -1.94240 2.25732
C 4.94641 -6.89004 -0.57130
C 1.62225 -1.07577 -2.87339
C 4.49952 6.61346 10.05147
H -0.39500 -1.86337 2.96993
H -0.11639 4.56059 -0.50458
H -0.81547 1.88454 -0.10978
H -8.29483 -2.28503 -1.46508
H 2.37751 -0.69426 2.03834
H 9.99611 -4.30473 4.64179
H 9.75662 -8.48111 0.85576
H 4.85858 6.87827 11.04387
H 0.98332 1.17631 -1.10101
H -5.23299 -1.09808 2.04761
H 1.32382 -1.34602 -3.94878
H 0.06347 -1.38946 0.05204
H -1.58274 3.67444 -2.55155
H 2.16815 -3.20071 0.50903
H -6.73458 0.49763 -3.35743
H 0.71413 -0.61697 -2.35632
H -12.95085 -0.63331 -1.93374
H 3.49070 -0.19417 -2.04574
H -2.58334 3.79832 0.08382
H 1.20231 -0.08218 3.32374
H -0.38917 2.32870 -2.87148
H -5.38601 1.61326 -2.14490
H 3.03528 2.24890 -3.40622
H 2.77734 1.42526 -0.84221
H 3.94262 8.67039 0.21651
H -6.47609 1.40356 1.14366
H 6.13564 -3.10027 3.56662
H 1.47381 8.88686 -3.91324
H -4.34674 2.48052 1.29932
H -0.06720 -2.92656 -1.75610
H -5.98644 -0.83148 -2.28950
H -3.26869 -0.86906 -2.22279
H 1.23121 -2.71242 2.67408
H 5.35355 -7.04033 -1.56952
H -6.62054 2.22630 -0.48944
H 1.38158 1.48729 -3.70560
H 0.80920 0.19080 1.48510
H 3.50934 -0.21669 -3.90838
H -7.31551 -1.25273 -3.52442
H -4.34453 -3.60092 2.13974
H 2.56894 3.97530 -1.67771
H 2.93072 -2.16210 -1.31650
H -1.86752 1.13515 -1.44336
H -2.57216 -3.38022 -1.85720
H -6.60202 -5.43533 -3.65362
H 3.02476 8.84542 4.61946
H 1.11250 -4.38960 -1.83630
H 0.45265 4.85284 -2.21658
H -1.01023 -2.74350 0.81200
H 0.78380 -4.41427 0.52266
H 1.96732 3.50480 -0.01405
H -9.36715 -1.45314 -2.72180
H 7.33453 -2.38423 -2.39433
H 2.65389 -3.04810 -2.94904
H -9.75148 -1.15863 -0.94267
*
```



Density functional theory data (the ωB97M-V functional and the def2-TZVPD basis) for a 3-piece molecular cluster, C22H43BF9NO12P3 overall in a non-equilibrium geometry.

Calculated values
F_max (eV/A): 7.5
E (a.u.): -3769.62090
HOMO energy (eV): -4.60
Kohn-Sham gap (eV): 5.631

ORCA input file:
```
! wB97M-V def2-TZVPD RIJCOSX def2/J DEFGRID3
* xyz -1 1
P -8.76203 2.21429 -0.98682
P 10.70229 -0.15896 2.35225
P -4.20578 -2.59738 -0.86126
F 4.94184 -1.41429 0.56077
F 3.60547 -2.44838 1.92402
F 0.90349 -2.49168 0.84421
F 3.11478 -0.48589 1.19550
F 2.12504 -4.21459 0.43492
F 1.58046 -4.15151 -2.24451
F -0.07947 -4.37833 -0.87132
F 2.67294 -1.13060 -1.17717
F 3.79936 -2.96080 -1.08467
O 9.83713 -1.06028 3.43631
O -9.34612 1.95409 -2.34623
O -8.28476 2.03962 0.59235
O -5.60917 -1.69248 -0.76908
O 11.57664 0.63333 3.28198
O -9.10511 3.82981 -0.81879
O 9.77523 -0.60007 1.06149
O -3.82521 -0.57018 -2.41805
O -1.97898 -0.90225 -3.78761
O -0.15782 1.67198 -1.62053
O -7.17613 2.28880 -1.35763
O 11.78205 -1.28227 1.83874
N -3.52333 -2.61254 0.74898
C -0.96581 -2.88206 -3.07273
C -2.96274 -1.55606 -1.82377
C -2.30523 1.55547 -2.73020
C 9.32089 -0.47471 4.62471
C -9.98342 1.91201 2.32520
C 2.92047 -2.19303 -0.39964
C 3.66744 -1.65746 0.86999
C 13.18479 -1.06866 1.97315
C 13.70450 -1.70466 3.24807
C 1.66008 -3.04892 -0.10905
C -6.66880 1.72937 -2.57924
C 8.37198 -0.82982 1.07782
C -6.58030 2.79368 -3.65437
C 0.82493 -3.46486 -1.35343
C 7.59001 0.43433 0.77949
C -1.32916 1.39766 -1.59184
C -8.84104 2.70214 1.71353
C 0.03803 -2.34142 -2.02081
C -11.45279 4.07603 -0.18566
C 8.05573 0.32527 4.37744
C -10.36629 4.34837 -1.21011
C -2.31909 -2.13277 -3.12794
B -2.92034 0.13970 -3.32913
H 8.17909 -1.55559 0.28422
H -3.40585 -3.55817 1.08839
H 7.87018 1.24375 1.45754
H -2.31335 -1.13136 -1.03571
H -1.82713 2.19985 -3.48590
H 7.26867 -0.30229 3.95516
H -0.49887 -2.73712 -4.06004
H -11.20388 4.52030 0.78036
H -9.13079 3.72740 1.49327
H -7.27289 0.88285 -2.90085
H -3.47647 0.52421 -4.35610
H 8.24233 1.14291 3.67661
H 14.75579 -1.45410 3.40194
H 8.03632 -1.30538 1.99630
H 6.52102 0.25133 0.86472
H 13.66508 -1.53640 1.11066
H -1.13508 -3.97239 -3.00609
H 10.06900 0.14784 5.11898
H 9.09794 -1.29877 5.30569
H -2.98859 -2.74797 -3.75802
H -4.07960 -2.07033 1.40475
H -11.58516 3.00174 -0.03475
H -10.66747 3.96656 -2.18737
H -7.52635 3.32353 -3.77998
H -5.67011 1.34261 -2.37059
H 13.13428 -1.38498 4.11998
H 13.61211 -2.79122 3.19075
H 0.73701 -1.68322 -2.56053
H 7.68093 0.75025 5.30996
H -1.70266 0.93665 -0.63489
H -10.44181 2.47008 3.14363
H -0.40808 -1.73051 -1.22483
H -9.61947 0.96131 2.71811
H -8.03445 2.77529 2.44758
H -10.74631 1.67784 1.58002
H 13.42384 -0.00616 1.93215
H -5.83332 3.54222 -3.38133
H -5.42695 -0.84475 -0.32880
H -12.40508 4.49756 -0.51297
H -6.29295 2.34977 -4.60803
H 7.80038 0.78110 -0.23350
H -3.16956 2.12702 -2.32997
H -10.23841 5.42773 -1.31979
*
```